A 10-piece molecular cluster, C34H94N6O13 overall at a distorted geometry, computed with ωB97M-V/def2-TZVPD.

Summary:
Frontier orbital gap   9.4 eV
Structure (SMILES)   COC[C@H](C)N.COC[C@H](C)N.COC[C@H](C)N.COCCNCCOC.COCCNCCOC.COCCNCCOC.CO.CO.CO.CO
Relative energy (zero: lowest compared OMol25 entry of this formula, charge and spin)   0.0 kcal/mol
LUMO   0.4 eV

Positions of all 147 atoms, in Å:
O (-4.251, -9.107, -1.215)
O (-0.292, 5.653, 2.247)
O (-0.987, -0.292, -0.693)
O (-0.168, -4.320, 2.304)
O (-2.653, 0.515, 2.624)
O (6.243, -2.821, 0.232)
O (-8.758, 1.618, 4.979)
O (1.891, 1.707, 3.976)
O (0.083, 3.031, -4.576)
O (1.937, 1.950, 1.184)
O (5.770, 1.344, -2.665)
O (2.705, -2.652, -2.052)
O (3.729, 3.883, -0.063)
N (-0.775, 2.494, -1.709)
N (7.040, 0.027, 0.603)
N (-1.840, -6.631, 0.003)
N (-1.937, 6.679, -0.889)
N (3.919, -4.826, -4.727)
N (-6.115, 1.496, 3.344)
C (-0.308, -5.180, 1.189)
C (4.794, -2.720, 0.353)
C (-3.331, -8.056, -1.277)
C (-0.736, 5.414, 0.925)
C (0.099, 3.536, -2.226)
C (6.294, 0.979, -0.270)
C (-0.253, 4.025, -3.626)
C (-3.696, 1.398, 3.013)
C (0.893, -3.416, 2.153)
C (2.633, -3.483, -3.178)
C (6.527, 0.613, -1.729)
C (6.716, 2.400, 0.035)
C (-1.565, -6.024, 1.313)
C (1.455, -2.178, -1.608)
C (0.456, 4.587, 2.770)
C (4.371, 1.240, -2.569)
C (5.099, -3.100, -3.510)
C (-4.621, -9.628, -2.471)
C (-1.667, 0.213, -1.823)
C (1.460, 0.456, 4.476)
C (-7.396, 0.771, 3.209)
C (-1.445, 1.188, 2.342)
C (3.261, 5.089, -0.658)
C (-2.888, 6.790, 1.391)
C (-9.957, 2.280, 5.348)
C (-1.788, -1.251, -0.016)
C (3.992, -4.137, -3.428)
C (-0.834, 1.285, -2.500)
C (-0.428, 3.273, -5.866)
C (-2.885, -7.644, 0.127)
C (-4.998, 0.632, 2.957)
C (1.898, 0.834, 0.299)
C (-8.556, 1.666, 3.580)
C (-1.647, 6.586, 0.548)
H (2.409, 2.699, 0.794)
H (6.018, -3.526, -3.923)
H (-0.315, -4.547, 0.290)
H (2.509, 4.881, -1.418)
H (-5.170, 0.288, 1.935)
H (7.569, 0.848, -1.967)
H (3.933, 0.238, -2.654)
H (-5.130, -8.875, -3.083)
H (-0.364, 4.326, -6.156)
H (0.007, 4.413, -1.583)
H (0.589, -5.815, 1.119)
H (0.191, 2.715, -6.569)
H (0.681, 4.811, 3.814)
H (1.442, -0.001, 0.827)
H (-1.252, -1.652, 0.841)
H (6.423, -3.748, 0.402)
H (-1.307, -6.782, 2.062)
H (-2.656, 0.638, -1.605)
H (-0.746, 0.356, 2.205)
H (-1.067, 6.604, -1.415)
H (0.372, 0.412, 4.599)
H (1.841, -3.965, 2.106)
H (0.711, -2.983, -1.584)
H (-3.746, -10.006, -3.008)
H (-1.002, -7.087, -0.342)
H (4.352, -1.910, -0.217)
H (-5.326, -10.432, -2.276)
H (5.236, 0.814, -0.018)
H (-1.453, 2.897, -5.953)
H (4.364, -3.689, 0.111)
H (-9.434, 1.337, 3.003)
H (-7.495, 0.501, 2.155)
H (1.170, 3.277, -2.215)
H (-9.999, 2.183, 6.432)
H (0.868, -2.695, 2.967)
H (0.117, 5.516, 0.243)
H (-1.979, -2.069, -0.725)
H (-3.503, 1.746, 4.037)
H (-8.394, 2.698, 3.245)
H (4.034, 1.696, -1.632)
H (-6.057, 1.714, 4.337)
H (-4.923, -0.252, 3.604)
H (-0.578, 2.312, -0.735)
H (-2.502, -8.526, 0.658)
H (5.400, -2.789, -2.507)
H (4.137, -4.825, -2.583)
H (-3.801, -7.176, -1.736)
H (-2.434, -8.306, -1.862)
H (6.384, 2.762, 1.012)
H (-1.332, 4.228, -3.635)
H (-3.732, 2.277, 2.361)
H (-3.608, 5.973, 1.269)
H (0.777, -2.837, 1.226)
H (-0.114, 3.657, 2.713)
H (-3.751, -7.247, 0.654)
H (1.734, -0.320, 3.749)
H (1.824, -4.223, -3.100)
H (-1.064, 1.784, 3.175)
H (6.595, 0.117, 1.519)
H (6.665, -0.900, 0.363)
H (-1.841, -0.643, -2.492)
H (-1.050, 7.487, 0.743)
H (-2.608, 6.865, 2.439)
H (2.877, 0.596, -0.117)
H (2.400, -2.906, -4.088)
H (4.814, -2.252, -4.130)
H (6.243, 3.089, -0.675)
H (-1.256, 4.451, 0.859)
H (1.214, 1.106, -0.512)
H (-10.842, 1.816, 4.905)
H (-2.423, 5.834, -1.199)
H (-3.399, 7.697, 1.072)
H (1.958, 0.269, 5.425)
H (0.315, 4.928, -3.873)
H (1.569, -1.827, -0.584)
H (-1.306, 1.440, -3.472)
H (4.646, 4.017, 0.192)
H (4.771, -5.379, -4.776)
H (-2.747, -0.839, 0.305)
H (-2.417, -5.393, 1.548)
H (3.947, 1.842, -3.373)
H (2.805, 5.717, 0.115)
H (4.047, 5.680, -1.131)
H (7.793, 2.519, -0.077)
H (6.427, -0.470, -1.874)
H (1.782, 1.760, 3.014)
H (-7.417, -0.138, 3.821)
H (0.140, 0.868, -2.803)
H (-9.933, 3.342, 5.083)
H (4.632, -2.510, 1.417)
H (1.446, 4.424, 2.323)
H (3.165, -5.507, -4.771)
H (-1.443, 1.747, 1.402)
H (1.083, -1.353, -2.223)